{
  "formula": "C13H18BCl3F4MoO2Se2",
  "method": "ωB97M-V/def2-TZVPD",
  "e_homo_ev": [-15.81, -15.66],
  "total_charge": 2,
  "de_lowest_ev": 0.194,
  "homo_lumo_gap_ha": [0.24586, 0.24168],
  "elements": ["Mo", "C", "C", "C", "C", "C", "C", "C", "H", "H", "H", "H", "H", "H", "H", "H", "C", "Se", "C", "C", "Se", "C", "H", "H", "H", "H", "H", "H", "H", "H", "H", "H", "Cl", "C", "Cl", "Cl", "C", "O", "O", "F", "B", "F", "F", "F"],
  "positions_angstrom": [[0.270934, 0.109204, 0.280303], [-3.259593, 2.261857, -0.360871], [-2.058428, 2.209297, 0.518644], [-2.179629, 2.058669, 1.901950], [-1.055231, 1.901631, 2.691622], [0.234428, 1.989593, 2.140631], [0.372584, 2.373856, 0.786306], [-0.759061, 2.348183, -0.043163], [-4.041974, 1.594537, 0.001314], [-3.015723, 2.018488, -1.392631], [-3.669478, 3.276734, -0.337983], [-3.164678, 2.008018, 2.346533], [-1.161485, 1.696872, 3.749240], [1.101085, 1.964185, 2.786288], [1.323544, 2.718708, 0.398708], [-0.669661, 2.583117, -1.097283], [3.789006, 0.624280, -0.597356], [2.800469, 0.372107, 1.054448], [3.328764, -1.457079, 1.481054], [2.863637, -2.454468, 0.447462], [0.916114, -2.447589, 0.387329], [0.641164, -2.994872, -1.461094], [4.842425, 0.508203, -0.354377], [3.596792, 1.644383, -0.920519], [3.461855, -0.076440, -1.357258], [2.914075, -1.653256, 2.470397], [4.415197, -1.443768, 1.573363], [3.164084, -3.467095, 0.716348], [3.231303, -2.232883, -0.552960], [1.089108, -3.980761, -1.558964], [1.096107, -2.269988, -2.128478], [-0.432699, -3.047351, -1.616167], [-4.061111, -1.129787, 2.185251], [-3.265109, -1.732101, 0.736981], [-2.752354, -3.412991, 0.941049], [-4.294888, -1.544159, -0.668765], [-1.946234, -0.996816, 0.524723], [-1.224365, -0.631166, 1.519968], [-1.481334, -0.770039, -0.617157], [-1.199152, 1.058670, -2.946092], [-0.503040, 0.334677, -3.814203], [0.213999, 0.930120, -4.729299], [-0.513746, -0.977377, -3.696015], [1.042293, 0.134583, -1.389284]],
  "forces_ev_per_a": [[0.3481, -0.3492, 0.4672], [0.0033, -0.0007, 0.0237], [-0.0747, 0.0753, 0.1339], [-0.0535, -0.0210, -0.0997], [0.0416, 0.0067, -0.0164], [-0.0655, -0.1020, 0.0129], [0.1091, -0.0045, -0.0779], [0.0255, -0.1899, -0.0025], [-0.0165, 0.0104, -0.0031], [-0.0077, 0.0014, -0.0050], [0.0003, -0.0002, -0.0167], [-0.0022, -0.0142, 0.0005], [-0.0087, 0.0150, 0.0031], [-0.0342, 0.0348, 0.0380], [-0.0296, 0.0430, 0.0371], [-0.0065, 0.0214, 0.0145], [0.0341, 0.0607, 0.0890], [-0.0895, 0.1538, -0.1338], [0.0381, -0.0097, -0.0333], [0.0295, 0.0750, -0.0271], [-0.1591, 0.0722, -0.1008], [0.0472, -0.0910, 0.1056], [0.0051, -0.0047, -0.0406], [0.0158, -0.0054, -0.0218], [0.0092, -0.0126, -0.0066], [0.0043, -0.0150, -0.0044], [-0.0032, -0.0162, -0.0210], [-0.0044, 0.0015, 0.0128], [0.0240, -0.0048, 0.0110], [-0.0156, 0.0002, -0.0511], [0.0043, -0.0154, -0.0009], [0.0002, 0.0081, -0.0103], [0.0482, -0.0331, -0.0496], [-0.0944, 0.1704, -0.0087], [0.0171, -0.1313, 0.0217], [0.0589, -0.0306, 0.0452], [-0.1239, 0.0218, -0.3062], [0.2722, 0.3207, -0.0374], [-0.1364, 0.0805, -0.0739], [-0.0366, 0.0244, -0.0044], [0.0056, 0.0318, -0.0443], [0.0060, -0.0290, 0.0191], [-0.0026, -0.0104, -0.0002], [-0.1830, -0.1382, 0.1626]]
}